No. 1
# C14H23ClErN4O4P

A structure of composition C14H23ClErN4O4P at a distorted geometry (the ωB97M-V functional and the def2-TZVPD basis, the OMol25 dataset).

Computed properties:
- 2S+1: 4
- Kohn-Sham gap (alpha / beta): 6.836 / 6.990 eV
- ΔE to the lowest compared entry with this formula, charge and spin: 36.4 kcal per mole
- LUMO (alpha / beta): -8.009 / -7.856 eV
- Charge: +2
- HOMO (alpha / beta): -14.84 / -14.85 eV
- <S²>: 3.75

XYZ file:
```
48
C14H23ClErN4O4P, DFT the ωB97M-V functional and the def2-TZVPD basis
H 0.14 -3.32 0.93
H -0.79 -4.77 -0.83
H -2.88 5.12 1.13
O 2.70 -3.02 0.04
H -3.14 -1.85 0.93
H -2.50 -4.52 -1.16
C -1.58 -4.00 -0.93
C -0.02 -2.40 -1.65
O 4.16 -3.38 2.03
H 0.10 4.03 -1.74
C -0.65 -2.55 0.71
C -0.13 3.11 1.49
C -1.97 4.57 0.89
H -1.82 -1.42 -3.06
C -2.27 -2.16 -2.32
N -1.84 -3.27 0.29
H -0.96 -0.02 -1.49
O 2.16 -1.98 2.16
H 2.78 4.33 0.03
H 0.82 -3.08 -1.43
H -1.51 -0.16 0.22
H -1.55 3.88 2.91
C 0.41 3.20 0.22
H 3.97 2.91 -0.01
C -1.32 -0.72 -0.70
H -3.20 -2.68 -2.64
H -1.90 5.28 -1.16
H 1.35 0.54 1.85
O 4.01 -1.16 0.97
H 2.41 2.03 2.08
P 1.80 2.03 -0.20
H 3.25 0.69 1.40
H 3.28 3.54 -1.49
N -2.52 -1.40 -1.10
C -2.97 -2.32 -0.05
H 0.34 2.53 2.31
N -1.23 -3.17 -2.08
H -3.80 -2.89 -0.39
Er 1.98 -0.73 0.03
C 3.09 3.31 -0.46
C -0.31 4.01 -0.72
C -1.27 3.87 1.84
C 2.22 1.19 1.39
C -1.47 4.60 -0.41
N -0.19 -1.66 -0.39
H -0.80 -1.99 1.60
H 0.29 -1.71 -2.37
Cl 3.32 -2.44 1.37
```



No. 2
# C14H23ClIInO2P2

A structure of composition C14H23ClIInO2P2 at a distorted geometry (the ωB97M-V functional and the def2-TZVPD basis, the OMol25 dataset).

Computed properties:
- 2S+1: 1
- Kohn-Sham gap (alpha / beta): 5.006 / 5.025 eV
- ΔE to the lowest compared entry with this formula, charge and spin: 45.8 kcal per mole
- LUMO (alpha / beta): -9.280 / -9.759 eV
- Charge: +2
- HOMO (alpha / beta): -14.29 / -14.78 eV

XYZ file:
```
44
C14H23ClIInO2P2, DFT the ωB97M-V functional and the def2-TZVPD basis
C -1.84 0.94 2.60
H 1.79 2.47 -2.93
I 1.41 2.26 -0.10
C 1.28 -0.82 5.22
H -1.35 -2.32 -0.87
H -0.06 -0.78 -4.51
C 0.26 -0.59 4.30
C 1.86 -0.74 2.48
H -1.19 2.83 -4.68
C 2.57 -0.98 4.78
H 2.10 0.80 -3.42
C -1.71 -1.79 1.84
C 0.53 -0.56 2.92
H -0.76 -0.39 4.69
H 1.05 -0.89 6.26
H 3.38 -1.15 5.49
Cl -4.53 1.12 -1.09
H -1.76 -0.24 -4.38
H 2.10 -0.66 1.40
C 0.43 -1.09 -1.36
C 1.43 1.65 -3.56
H -0.62 0.63 -5.46
H -1.09 -2.61 1.49
H -1.96 -1.97 2.90
C 2.47 0.57 -0.40
C 2.88 -0.97 3.41
H 3.89 -1.17 3.07
H -0.67 3.60 -3.17
In -2.28 0.48 -0.75
C -0.72 0.10 -4.49
H -2.18 2.69 -3.21
H -2.74 1.19 2.01
H -1.29 1.87 2.79
H 1.50 1.96 -4.61
H -2.63 -1.75 1.26
H -1.30 -1.74 -2.56
O 3.46 0.31 -0.97
C -0.67 -2.09 -1.70
C -1.16 2.72 -3.59
P -0.30 1.21 -3.08
H -0.20 -3.03 -2.01
H -2.15 0.50 3.55
P -0.81 -0.23 1.63
O 1.58 -1.32 -1.21
```



No. 3
# C14H23CuF4N3O6P2

A structure of composition C14H23CuF4N3O6P2 at a distorted geometry (the ωB97M-V functional and the def2-TZVPD basis, the OMol25 dataset).

Computed properties:
- 2S+1: 1
- Kohn-Sham gap: 6.013 eV
- ΔE to the lowest compared entry with this formula, charge and spin: 35.7 kcal per mole
- LUMO: 2.563 eV
- Charge: -1
- HOMO: -3.45 eV

XYZ file:
```
53
C14H23CuF4N3O6P2, DFT the ωB97M-V functional and the def2-TZVPD basis
F -0.52 1.60 -6.45
H -0.80 2.98 -1.97
H -0.69 1.19 2.94
H -0.71 -3.79 1.99
P 0.40 -2.02 1.63
H 0.44 2.38 -0.84
P 2.66 -0.16 1.80
F -1.35 -1.71 -2.21
H -1.26 -0.89 -6.63
N 2.72 -2.49 0.58
H 1.80 -2.25 -0.01
C 2.75 -2.66 3.10
H -1.62 2.69 2.70
C -0.78 0.51 -2.92
C -1.31 -1.31 -4.51
C 0.45 2.77 2.09
H 3.53 -1.95 0.28
N -0.70 0.87 -1.67
H 0.32 3.74 1.62
C -0.57 1.29 -4.11
C -1.13 -0.85 -3.23
H -2.26 -0.82 -0.15
C -3.08 -0.18 0.17
C -1.57 2.42 -0.05
C -2.59 0.69 1.32
H 4.73 0.34 1.77
H -3.91 -0.81 0.50
H 1.14 2.17 1.50
O 2.56 0.57 3.07
F -0.15 2.60 -4.02
H 3.83 -2.58 3.18
H -2.57 2.33 -0.46
O 2.08 0.36 0.52
C 2.23 -1.96 1.88
O 4.29 -0.46 1.48
H -1.46 3.44 0.34
H 0.90 2.92 3.07
C -0.58 2.22 -1.21
C -1.12 -0.52 -5.63
C -0.74 0.79 -5.38
H 2.45 -3.71 3.10
Cu -0.01 0.04 0.01
N -1.37 1.44 1.01
H -3.40 0.40 -0.68
C -0.86 2.02 2.25
H -2.36 0.03 2.15
O -0.47 -1.24 2.52
H 2.89 -3.49 0.60
O 0.23 -3.64 1.97
H -3.40 1.38 1.63
O 0.31 -1.94 0.12
F -1.70 -2.61 -4.71
H 2.30 -2.17 3.95
```